[1]
C38H57BCrN10O3S5 | ωB97M-V/def2-TZVPD

Last column: Mulliken charge in e.
Positions of all 115 atoms, in Å:
1 Cr -1.0708 0.8589 -0.6471  0.23
2 C -3.5149 -3.3664 -3.6621  -1.11
3 C -2.9594 -4.5348 -2.8494  1.25
4 C -2.0526 -5.4339 -3.6905  -1.62
5 C -4.1346 -5.3740 -2.3516  -2.15
6 N -2.2073 -4.0094 -1.6775  0.59
7 C -2.5815 -4.2132 -0.3545  -0.79
8 C -1.7391 -3.5110 0.4169  -0.69
9 N -0.8273 -2.8756 -0.4084  0.44
10 B 0.1857 -1.8067 0.0668  0.71
11 N 0.0140 -1.6511 1.6033  0.57
12 C 0.6023 -2.5418 2.4772  -1.31
13 C 0.3701 -2.1141 3.7276  -0.50
14 N -0.3821 -0.9447 3.6359  0.42
15 C -0.5442 -0.6514 2.3113  -0.46
16 S -1.3015 0.7649 1.7039  0.06
17 C -0.6851 -0.0935 4.8229  1.43
18 C -0.7642 -0.9945 6.0594  -2.12
19 C -2.0342 0.6160 4.6935  -1.62
20 C 0.4488 0.9151 4.9855  -1.20
21 N 1.6337 -2.2227 -0.2150  0.46
22 C 2.0662 -3.3725 -0.8466  -1.08
23 C 3.3946 -3.2764 -1.0154  -0.70
24 N 3.8024 -2.0577 -0.4796  0.54
25 C 2.7075 -1.4145 0.0391  0.08
26 S 2.6275 0.0465 0.8768  -0.20
27 C 5.1741 -1.5007 -0.5849  1.40
28 C 6.0637 -2.5054 -1.3125  -2.21
29 C 5.1292 -0.2067 -1.4003  -1.58
30 C 5.7496 -1.2686 0.8125  -1.58
31 C -1.1234 -3.1753 -1.6980  0.06
32 S -0.2544 -2.5892 -3.0285  -0.34
33 H -4.1066 -3.7589 -4.4931  0.51
34 H -2.7118 -2.7517 -4.0580  0.11
35 H -4.1505 -2.7369 -3.0372  0.22
36 H -2.6202 -5.8151 -4.5421  0.47
37 H -1.7060 -6.2830 -3.0962  0.39
38 H -1.1885 -4.8845 -4.0554  0.27
39 H -4.6545 -5.7690 -3.2241  0.46
40 H -4.8466 -4.7771 -1.7794  0.41
41 H -3.8040 -6.2206 -1.7467  0.45
42 H -3.4227 -4.8132 -0.0682  0.51
43 H -1.7388 -3.3899 1.4834  0.47
44 H 0.0326 -0.7191 -0.4471  -0.06
45 H 1.1432 -3.4017 2.1237  0.57
46 H 0.6647 -2.5463 4.6624  0.53
47 H -1.4819 -1.8036 5.9130  0.42
48 H -1.0980 -0.3883 6.9010  0.48
49 H 0.2017 -1.4178 6.3339  0.48
50 H -2.8196 -0.0850 4.4050  0.34
51 H -2.0141 1.4214 3.9673  0.33
52 H -2.2854 1.0375 5.6686  0.52
53 H 1.3996 0.4044 5.1492  0.38
54 H 0.2484 1.5741 5.8329  0.50
55 H 0.5396 1.5217 4.0842  -0.14
56 H 1.3842 -4.1376 -1.1710  0.76
57 H 4.0710 -3.9611 -1.4896  0.49
58 H 5.7210 -2.6873 -2.3327  0.46
59 H 6.1255 -3.4558 -0.7785  0.47
60 H 7.0679 -2.0851 -1.3665  0.45
61 H 4.7169 -0.4032 -2.3923  0.40
62 H 6.1425 0.1847 -1.5153  0.48
63 H 4.5134 0.5463 -0.9134  0.27
64 H 5.8010 -2.2127 1.3608  0.39
65 H 5.1348 -0.5683 1.3727  0.25
66 H 6.7602 -0.8647 0.7207  0.46
67 C -5.5909 -0.2829 -0.4039  -1.93
68 C -4.2694 0.4261 -0.5956  0.04
69 S -2.8978 -0.6163 -0.9529  0.62
70 C -4.1328 1.7550 -0.5069  0.96
71 C -5.2700 2.6926 -0.2019  -1.68
72 S -2.5819 2.5562 -0.7275  -0.66
73 H -5.4282 -1.3579 -0.3273  0.30
74 H -6.2699 -0.1075 -1.2444  0.37
75 H -6.0967 0.0442 0.5074  0.41
76 H -6.2401 2.2059 -0.3066  0.43
77 H -5.2430 3.5492 -0.8796  0.36
78 H -5.1892 3.0872 0.8157  0.25
79 C 1.3914 3.4760 1.7921  0.72
80 N 0.1290 3.7586 1.1200  0.64
81 C -0.8043 4.3390 2.0723  -0.49
82 N -0.2868 5.5776 2.6825  -0.01
83 C 0.9943 5.2526 3.3213  -0.70
84 N 1.9766 4.6911 2.3926  0.08
85 C 2.1786 5.6635 1.3111  -0.67
86 N 0.9341 5.9955 0.6132  0.01
87 C 0.3880 4.7381 0.0654  -0.73
88 C -0.0127 6.5227 1.5919  -0.74
89 H 2.0903 3.0575 1.0647  -0.08
90 H 1.2224 2.7378 2.5783  -0.93
91 H -0.9909 3.6133 2.8695  0.03
92 H -1.7490 4.5477 1.5648  0.18
93 H 0.8113 4.5285 4.1203  0.30
94 H 1.4068 6.1646 3.7634  0.34
95 H 2.8823 5.2432 0.5908  0.36
96 H 2.6036 6.5777 1.7368  0.36
97 H 1.1035 4.3173 -0.6430  0.33
98 H -0.5498 4.9514 -0.4528  0.01
99 H -0.9537 6.7520 1.0862  0.36
100 H 0.3906 7.4456 2.0197  0.35
101 O -0.9021 0.5233 -2.9030  0.18
102 C 0.1475 0.7154 -3.7686  0.67
103 C 0.1169 0.0769 -5.0060  -0.73
104 C 1.1288 0.2875 -5.9234  -0.58
105 C 2.1784 1.1449 -5.6214  -0.83
106 C 2.2023 1.7693 -4.3870  -0.65
107 C 1.2030 1.5635 -3.4384  -0.33
108 C 1.3581 2.2329 -2.0877  0.57
109 O 2.2901 3.0119 -1.9211  -0.79
110 O 0.5192 1.8972 -1.1865  0.00
111 H -1.3675 -0.3108 -3.1243  0.05
112 H -0.7043 -0.5945 -5.2300  0.47
113 H 1.0949 -0.2222 -6.8786  0.43
114 H 2.9697 1.3185 -6.3397  0.38
115 H 3.0073 2.4346 -4.1052  0.50

Values from the calculation:
E_tot in eV: -144658.2160
ΔE to the lowest compared entry with this formula, charge and spin in kJ/mol: 93.17
Charge: -1
Gap between HOMO and LUMO (spin up / spin down) in eV: 6.24 / 6.39
HOMO level (spin up / spin down) in eV: -4.005 / -4.155
Multiplicity: 4

[2]
C38H58AsClCsN5O4Si3Te | ωB97M-V/def2-TZVPD

Last column: Mulliken charge in e.
Positions of all 112 atoms, in Å:
1 Cs -0.2538 -0.1837 0.7623  1.13
2 Cl 3.9519 -0.7360 -4.5785  -0.19
3 C 3.2278 0.4658 -3.5631  0.47
4 C 3.6951 1.7682 -3.5905  -0.45
5 C 3.0817 2.6970 -2.7708  -0.40
6 C 2.0331 2.2791 -1.9646  -0.97
7 N 1.6012 1.0200 -1.9222  0.16
8 C 2.1841 0.1256 -2.7156  -0.68
9 H 4.5196 2.0369 -4.2369  0.47
10 H 3.4168 3.7250 -2.7392  0.42
11 H 1.5220 2.9796 -1.3150  0.79
12 H 1.8126 -0.8928 -2.6714  0.40
13 C -4.3038 -4.0092 -3.9428  -1.03
14 Si -3.4466 -3.0366 -2.5876  -0.06
15 C -3.3750 -4.1453 -1.0759  -1.03
16 C -4.4840 -1.5030 -2.2768  -1.10
17 As -1.2672 -2.2706 -2.9914  0.25
18 Si -0.1217 -4.2509 -3.5338  0.33
19 C -1.0764 -5.4760 -4.5828  -1.07
20 C 0.2804 -5.0484 -1.8854  -1.06
21 C 1.5072 -3.8762 -4.3731  -1.01
22 Si -1.5230 -0.9336 -4.9058  0.39
23 C 0.1102 -0.7493 -5.8024  -0.81
24 C -1.9983 0.7513 -4.2351  -0.96
25 C -2.8223 -1.4954 -6.1339  -1.12
26 H -5.3222 -4.2444 -3.6199  0.38
27 H -3.7974 -4.9497 -4.1539  0.29
28 H -4.3718 -3.4466 -4.8728  0.25
29 H -4.3836 -4.4340 -0.7689  0.33
30 H -2.8767 -3.6718 -0.2277  0.38
31 H -2.8364 -5.0652 -1.3146  0.43
32 H -5.4858 -1.7733 -1.9348  0.37
33 H -4.5998 -0.9409 -3.2066  0.40
34 H -4.0322 -0.8345 -1.5410  0.36
35 H -1.8932 -5.9241 -4.0148  0.27
36 H -0.4153 -6.2853 -4.9035  0.42
37 H -1.4994 -5.0100 -5.4748  0.29
38 H -0.6125 -5.2703 -1.2995  0.27
39 H 0.9176 -4.3952 -1.2857  0.28
40 H 0.8175 -5.9870 -2.0478  0.35
41 H 1.3934 -3.3886 -5.3397  0.28
42 H 2.0402 -4.8172 -4.5349  0.43
43 H 2.1388 -3.2406 -3.7505  0.20
44 H 0.8936 -0.3981 -5.1287  0.03
45 H -0.0023 -0.0111 -6.6010  0.40
46 H 0.4446 -1.6800 -6.2587  0.26
47 H -1.2190 1.1251 -3.5670  0.17
48 H -2.9333 0.7202 -3.6734  0.29
49 H -2.1194 1.4673 -5.0524  0.36
50 H -2.6763 -2.5328 -6.4401  0.29
51 H -2.7742 -0.8683 -7.0280  0.41
52 H -3.8265 -1.4006 -5.7173  0.28
53 Te 2.4020 2.3618 1.5523  0.07
54 C 4.0572 3.4005 0.7302  0.30
55 C 3.9630 4.7574 0.4315  -0.26
56 C 5.0129 5.4116 -0.1987  -0.63
57 C 6.1603 4.7109 -0.5463  -0.45
58 C 6.2598 3.3587 -0.2522  -0.58
59 C 5.2128 2.7059 0.3860  -0.43
60 C 2.5855 2.9387 3.5699  0.28
61 C 3.1904 2.0793 4.4800  -0.12
62 C 3.2226 2.4087 5.8289  -0.55
63 C 2.6497 3.5914 6.2711  -0.50
64 C 2.0433 4.4496 5.3632  -0.68
65 C 2.0038 4.1216 4.0159  -0.46
66 H 3.0642 5.3028 0.6922  0.31
67 H 4.9337 6.4686 -0.4203  0.39
68 H 6.9772 5.2202 -1.0414  0.40
69 H 7.1548 2.8100 -0.5171  0.40
70 H 5.2918 1.6506 0.6144  0.38
71 H 3.6109 1.1422 4.1388  0.34
72 H 3.6833 1.7310 6.5365  0.39
73 H 2.6658 3.8405 7.3247  0.43
74 H 1.5858 5.3683 5.7084  0.41
75 H 1.5057 4.7769 3.3129  0.38
76 C -5.5518 -3.8754 3.0703  -1.14
77 N -5.3832 -2.5994 2.3894  0.13
78 C -6.0518 -2.5469 1.1095  -0.94
79 C -4.1335 -1.9748 2.4845  0.40
80 N -3.4278 -1.5674 1.4884  -0.38
81 N -3.6895 -1.8099 3.7777  0.22
82 C -2.3658 -1.2421 3.9480  -1.15
83 C -4.6215 -1.3855 4.8132  -1.19
84 H -6.6090 -4.0407 3.2838  0.35
85 H -4.9990 -3.8814 4.0046  0.39
86 H -5.1909 -4.7082 2.4518  0.32
87 H -7.0979 -2.8197 1.2519  0.37
88 H -5.6214 -3.2385 0.3720  0.19
89 H -6.0117 -1.5357 0.7070  0.36
90 H -3.8234 -1.9060 0.6172  -0.23
91 H -1.6597 -1.7323 3.2844  0.31
92 H -2.0445 -1.4031 4.9773  0.43
93 H -2.3572 -0.1679 3.7380  0.44
94 H -4.6313 -0.2922 4.8971  0.34
95 H -4.3123 -1.7963 5.7754  0.33
96 H -5.6277 -1.7226 4.5895  0.42
97 O 0.9052 -0.3630 3.3805  -0.89
98 C 0.1827 0.6142 3.6713  0.40
99 O -0.4184 1.3588 2.8505  -1.01
100 C 0.0173 0.9406 5.1476  0.57
101 C 0.5832 0.1107 6.1096  -0.28
102 C 0.4574 0.4091 7.4546  -0.60
103 C -0.2366 1.5527 7.8148  -0.02
104 C -0.8098 2.3952 6.8782  -0.58
105 C -0.6786 2.0784 5.5368  -0.47
106 N -0.3647 1.8861 9.2424  1.00
107 O -1.0199 2.8669 9.5378  -0.62
108 O 0.0845 1.0961 10.0502  -0.63
109 H 1.1276 -0.7631 5.7782  0.47
110 H 0.8883 -0.2176 8.2214  0.52
111 H -1.3380 3.2781 7.2066  0.53
112 H -1.1014 2.7101 4.7675  0.50

Values from the calculation:
E_tot in eV: -160824.8344
ΔE to the lowest compared entry with this formula, charge and spin in kJ/mol: 34.41
Gap between HOMO and LUMO in eV: 7.83
HOMO level in eV: -7.828

Max |F| / eV Å⁻¹: 1.02; 1.43